Record 1
{
  "formula": "C4H12N2O",
  "method": "ωB97M-V/def2-TZVPD",
  "lumo_ha": 0.0285,
  "gap_ev": 8.76,
  "smiles": "C=NCCCN.O",
  "relative_energy_kcal_mol": 87.88,
  "total_energy_ha": -344.244972,
  "elements": ["C", "C", "C", "C", "N", "N", "H", "H", "H", "H", "H", "H", "H", "H", "H", "H", "H", "H", "O"],
  "xyz": [[0.287573, -2.076280, 0.515123], [0.963678, -1.213668, 1.691272], [1.178294, 0.179947, 1.069455], [-0.122925, 1.819434, -0.103567], [0.096935, 0.601759, 0.197830], [-1.135943, -1.923655, 0.524507], [0.755743, -3.067881, 0.688761], [0.735807, -1.658448, -0.301416], [0.431659, -1.045703, 2.673809], [1.976755, -1.552525, 1.921188], [2.199795, 0.049729, 0.683777], [1.422050, 0.893483, 1.926168], [-0.665998, 2.236942, -1.017938], [0.764798, 2.535088, 0.145051], [-1.799010, -2.026003, 1.288406], [-1.678114, -2.283651, -0.229453], [-0.602536, 1.572669, -3.466107], [-1.344071, 2.980620, -3.760976], [-1.095443, 2.295293, -3.080167]],
  "forces_ev_per_a": [[0.2, -1.0, 5.3], [-1.2, 0.9, -0.5], [0.9, 0.9, 2.3], [3.8, 0.8, -1.2], [-0.5, 0.6, -0.7], [-1.4, -0.1, -0.2], [-0.8, -0.2, -0.4], [0.6, 0.9, -2.6], [0.0, -0.9, -1.2], [-0.3, -0.5, 0.1], [-0.6, 0.6, -1.4], [-0.7, -0.3, -0.9], [-0.3, -1.3, 1.8], [-1.6, -0.4, 0.4], [1.5, 0.0, 0.7], [0.4, -0.2, -1.0], [0.1, 0.1, -0.5], [0.7, -1.5, 0.9], [-0.8, 1.5, -0.5]]
}

=====

Record 2
{
  "formula": "C4H12N2O",
  "method": "ωB97M-V/def2-TZVPD",
  "lumo_ha": 0.0334,
  "gap_ev": 10.04,
  "smiles": "NCC[C@@H](N)CO",
  "relative_energy_kcal_mol": 33.59,
  "total_energy_ha": -344.331499,
  "elements": ["C", "O", "C", "C", "C", "N", "N", "H", "H", "H", "H", "H", "H", "H", "H", "H", "H", "H", "H"],
  "xyz": [[-1.774339, 0.063576, 1.060791], [-2.780483, -0.936527, 0.885135], [-0.495951, -0.308317, 0.335447], [0.614332, 0.721428, 0.433591], [1.696393, 0.583818, -0.628260], [1.155518, 0.536453, -2.003924], [0.003043, -1.618316, 0.789428], [-2.090948, 1.050112, 0.711226], [-1.671665, 0.217680, 2.142250], [-0.839330, -0.449730, -0.703208], [1.051217, 0.784735, 1.427927], [0.094769, 1.663693, 0.207666], [2.338676, -0.274423, -0.409049], [2.353148, 1.451761, -0.478922], [0.756796, 1.475784, -2.124823], [1.961764, 0.658951, -2.616902], [-2.573450, -1.320426, 0.023851], [0.848026, -1.927720, 0.337370], [-0.647514, -2.372523, 0.610398]],
  "forces_ev_per_a": [[0.0, 0.3, 0.9], [0.5, 0.3, -0.3], [0.1, -1.6, 0.0], [-1.1, 0.4, -1.1], [0.5, 0.2, 0.5], [0.5, 1.1, 0.2], [-0.1, -0.2, 0.7], [-0.3, 0.0, -0.5], [0.3, -0.4, -0.1], [0.4, 0.6, -0.2], [-0.1, -0.1, 0.1], [0.3, 0.2, 0.3], [-0.2, -0.2, -0.3], [0.1, 0.0, -0.1], [-0.5, -0.4, 0.0], [0.0, -0.6, -0.1], [-0.5, -0.1, 0.0], [0.3, 0.4, -0.3], [-0.3, 0.2, 0.2]]
}

=====

Record 3
{
  "formula": "C4H12N2O",
  "method": "ωB97M-V/def2-TZVPD",
  "lumo_ha": 0.0219,
  "gap_ev": 9.11,
  "smiles": "[H]/N=C\\NCCC.O",
  "relative_energy_kcal_mol": 30.12,
  "total_energy_ha": -344.337031,
  "elements": ["C", "C", "C", "N", "C", "N", "H", "H", "H", "H", "H", "H", "H", "H", "H", "H", "H", "H", "O"],
  "xyz": [[-2.377077, -0.334446, -0.152568], [-1.967826, 1.018071, 0.429903], [-0.715446, 1.546060, -0.296729], [0.426886, 0.663141, -0.139802], [1.167885, 0.598727, 1.000465], [2.146491, -0.175687, 1.253357], [-2.690069, -0.295584, -1.194801], [-3.160577, -0.847748, 0.410498], [-1.529996, -1.014024, -0.023500], [-2.751155, 1.764744, 0.344056], [-1.644050, 0.802935, 1.449158], [-0.388747, 2.499164, 0.138427], [-0.941090, 1.762848, -1.339396], [0.797947, 0.116074, -0.906161], [0.929926, 1.237414, 1.852665], [2.394014, -0.877003, 0.545255], [0.891199, -3.070805, -1.019030], [1.536270, -2.528438, -2.339581], [1.556042, -2.499847, -1.378605]],
  "forces_ev_per_a": [[0.0, -0.4, 0.4], [0.8, -0.7, -0.7], [0.2, 0.4, 0.8], [0.1, -0.1, -0.5], [0.7, -0.7, 0.4], [0.4, -0.4, 0.2], [0.1, 0.0, -0.1], [-0.2, 0.4, 0.0], [0.1, 0.1, -0.4], [-0.2, 0.0, 0.4], [-0.4, 0.5, 0.3], [-0.4, 0.1, 0.0], [0.2, -0.3, -0.2], [-0.4, 0.0, 0.1], [-0.6, 0.4, -0.5], [-0.4, 0.5, -0.1], [-0.6, -0.5, -0.1], [-0.2, -0.3, 0.1], [0.8, 0.9, -0.1]]
}

=====

Record 4
{
  "formula": "C4H12N2O",
  "method": "ωB97M-V/def2-TZVPD",
  "lumo_ha": 0.0361,
  "gap_ev": 9.78,
  "smiles": "NCC[C@@H](N)CO",
  "relative_energy_kcal_mol": 38.58,
  "total_energy_ha": -344.323534,
  "elements": ["C", "O", "C", "C", "C", "N", "N", "H", "H", "H", "H", "H", "H", "H", "H", "H", "H", "H", "H"],
  "xyz": [[-1.287203, -1.459990, 0.729783], [-1.712913, -1.696924, 2.086894], [-0.007812, -0.588607, 0.616982], [-0.110697, 0.200751, -0.702587], [1.068068, 1.111462, -0.970788], [1.124251, 1.702880, -2.287328], [0.042903, 0.265435, 1.774200], [-1.154543, -2.458715, 0.316885], [-2.071512, -0.911315, 0.211586], [0.848335, -1.255312, 0.476382], [-1.021985, 0.817190, -0.683185], [-0.332895, -0.533126, -1.500733], [2.012185, 0.567962, -0.799475], [1.013554, 1.896612, -0.214836], [2.027581, 1.624482, -2.736188], [0.520568, 1.324304, -2.995260], [-0.902302, -1.950060, 2.545685], [0.782336, 0.906328, 1.913284], [-0.837920, 0.436640, 2.218698]],
  "forces_ev_per_a": [[0.1, -0.2, 0.8], [0.3, 0.3, -0.5], [-0.8, 0.5, -0.7], [-0.9, -0.3, -0.4], [0.6, -0.7, 0.2], [0.2, 0.6, -1.1], [0.0, -1.2, 0.2], [0.1, 0.2, -0.7], [-0.3, -0.3, 0.2], [0.3, 0.1, 0.6], [0.1, 0.0, 0.2], [0.6, 0.2, 0.0], [-0.2, 0.0, 0.2], [0.1, 0.1, 0.0], [0.2, 0.1, 0.5], [-0.7, -0.3, 0.3], [-0.2, 0.0, 0.2], [0.4, 0.5, -0.1], [0.0, 0.2, 0.1]]
}

=====

Record 5
{
  "formula": "C4H12N2O",
  "method": "ωB97M-V/def2-TZVPD",
  "lumo_ha": 0.0300,
  "gap_ev": 9.63,
  "smiles": "CN(C)C.NC=O",
  "relative_energy_kcal_mol": 29.76,
  "total_energy_ha": -344.337594,
  "elements": ["C", "N", "C", "C", "H", "H", "H", "H", "H", "H", "H", "H", "H", "C", "N", "O", "H", "H", "H"],
  "xyz": [[-1.555845, 0.766221, 1.189267], [-0.565810, 1.683114, 0.616371], [0.692242, 1.564617, 1.352088], [-0.360555, 1.398900, -0.810832], [-1.737328, 1.036456, 2.232379], [-1.284700, -0.321233, 1.171716], [-2.477591, 0.853633, 0.648677], [1.420196, 2.271224, 0.919864], [0.514375, 1.843546, 2.426307], [1.133458, 0.544674, 1.314456], [0.364349, 2.120205, -1.188656], [-1.292409, 1.524214, -1.360392], [0.002436, 0.375167, -0.994143], [1.359778, -2.699887, -1.672729], [0.345614, -2.556207, -0.783173], [2.266596, -1.883114, -1.829368], [1.302269, -3.630722, -2.263187], [-0.424867, -3.217706, -0.753678], [0.297792, -1.673101, -0.214968]],
  "forces_ev_per_a": [[0.5, 0.0, 0.2], [0.0, -1.0, 0.0], [-0.1, 0.5, 0.5], [0.0, 0.3, 0.6], [0.0, 0.0, -0.1], [0.2, 0.5, -0.1], [-0.6, 0.1, -0.3], [-0.2, -0.3, 0.3], [0.2, -0.3, -1.0], [-0.2, 0.3, 0.0], [0.0, -0.2, -0.2], [-0.1, 0.1, 0.1], [0.1, 0.1, 0.0], [1.0, 1.1, -0.2], [-0.2, 1.0, 0.8], [-1.2, -1.1, 0.3], [0.0, 0.1, 0.1], [0.4, 0.4, 0.0], [0.0, -1.5, -0.9]]
}

=====

Record 6
{
  "formula": "C4H12N2O",
  "method": "ωB97M-V/def2-TZVPD",
  "lumo_ha": 0.0337,
  "gap_ev": 8.86,
  "smiles": "CNC[C@H](N)CO",
  "relative_energy_kcal_mol": 98.07,
  "total_energy_ha": -344.228734,
  "elements": ["N", "C", "C", "O", "C", "N", "C", "H", "H", "H", "H", "H", "H", "H", "H", "H", "H", "H", "H"],
  "xyz": [[-2.020498, -1.371112, 0.079189], [-0.750834, -0.685230, 0.626677], [-0.833037, 0.911668, 0.702645], [-0.460542, 1.452512, 2.031816], [0.367025, -1.189334, -0.393545], [1.461879, -0.206641, -0.487339], [1.969550, 1.079642, -1.403814], [-2.800970, -1.301556, 0.738652], [-1.825973, -2.405494, 0.029305], [-0.584963, -1.303378, 1.454062], [-0.512003, 1.246017, -0.245470], [-1.895635, 1.148826, 0.715701], [-0.747015, 2.374479, 1.991589], [-0.219782, -1.289011, -1.326228], [0.699639, -2.126520, -0.016891], [2.096178, -0.189606, 0.406592], [2.851692, 0.620738, -1.852513], [1.966807, 2.015541, -0.844366], [1.238482, 1.218460, -2.206063]],
  "forces_ev_per_a": [[0.2, -0.1, 0.1], [-0.6, -0.5, -2.4], [-2.8, -2.8, 2.5], [0.9, -0.3, -2.0], [-1.3, 3.8, -0.2], [3.4, 1.5, 1.6], [-2.5, -3.8, 0.6], [0.4, 0.1, -0.1], [-0.1, 1.5, 0.0], [0.7, 0.6, 2.4], [1.5, 1.1, -0.4], [-0.4, -0.3, -0.5], [0.2, -0.2, 0.2], [0.8, -0.1, 0.0], [0.7, -0.8, -0.1], [-1.9, -0.2, -2.4], [0.3, 1.1, 0.3], [0.6, -0.4, 0.2], [0.0, -0.2, 0.1]]
}

=====

Number 1: F_max 5.4 eV/Å. Number 2: F_max 1.6 eV/Å. Number 3: F_max 1.2 eV/Å. Number 4: F_max 1.2 eV/Å. Number 5: F_max 1.8 eV/Å. Number 6: F_max 4.7 eV/Å.